w | ORCA calculation (ωB97M-V/def2-TZVPD) on an isolated molecule of C16H26N2OS.

Each line ends with the Mulliken charge.
Atoms and positions in Å:
C1 4.221 0.064 0.221  -1.22
C2 3.108 0.611 1.107  -0.16
C3 2.334 -0.513 1.792  -0.45
C4 1.262 -0.017 2.764  -0.81
C5 0.204 0.848 2.079  0.39
C6 -1.103 0.964 2.867  -0.97
C7 -1.947 -0.312 2.893  -0.92
C8 -2.410 -0.818 1.527  0.15
C9 -3.554 -0.011 0.900  -0.59
C10 -3.284 1.437 0.582  0.15
O1 -3.938 2.361 1.018  -0.65
N1 -2.287 1.704 -0.321  -0.19
N2 -1.445 0.791 -0.809  -0.03
C11 -0.493 1.149 -1.581  -0.14
C12 0.471 0.199 -2.029  0.43
C13 1.548 0.407 -2.853  -0.91
C14 2.324 -0.749 -3.043  -0.61
C15 1.851 -1.837 -2.368  0.78
C16 2.421 -3.209 -2.325  -1.31
S1 0.416 -1.450 -1.479  -0.26
H1 4.927 -0.520 0.808  0.40
H2 3.809 -0.576 -0.556  0.13
H3 4.764 0.876 -0.258  0.35
H4 2.428 1.205 0.495  0.18
H5 3.537 1.269 1.867  0.36
H6 1.859 -1.134 1.028  -0.08
H7 3.040 -1.145 2.338  0.51
H8 1.732 0.549 3.572  0.33
H9 0.784 -0.891 3.210  0.28
H10 0.606 1.854 1.932  0.51
H11 -0.003 0.432 1.094  -0.54
H12 -1.701 1.773 2.445  0.36
H13 -0.870 1.243 3.898  0.45
H14 -1.371 -1.109 3.370  0.40
H15 -2.824 -0.128 3.519  0.42
H16 -1.574 -0.860 0.832  -0.27
H17 -2.780 -1.838 1.652  0.35
H18 -3.827 -0.493 -0.043  0.41
H19 -4.420 -0.026 1.564  0.32
H20 -2.153 2.693 -0.556  0.28
H21 -0.350 2.188 -1.898  0.32
H22 1.771 1.359 -3.300  0.43
H23 3.208 -0.776 -3.656  0.41
H24 3.304 -3.267 -2.956  0.36
H25 2.700 -3.475 -1.305  0.29
H26 1.691 -3.940 -2.670  0.36

## Properties
2S+1 = 1
Gap between HOMO and LUMO = 0.303 hartree

---

x | ORCA calculation (ωB97M-V/def2-TZVPD) on an isolated molecule of C16H26N2OS.

Each line ends with the Mulliken charge.
Atoms and positions in Å:
C1 2.541 1.978 6.601  -1.45
C2 1.592 1.321 5.606  -0.17
C3 1.781 -0.192 5.564  -0.53
C4 0.870 -0.878 4.557  -0.76
S1 -0.902 -0.713 4.988  -0.13
C5 -1.455 0.522 3.763  -0.77
C6 -1.700 -0.101 2.399  -0.19
C7 -2.149 0.951 1.381  -0.91
N1 -2.381 0.386 0.072  -0.24
C8 -1.360 0.328 -0.846  0.60
O1 -0.305 0.899 -0.679  -0.67
N2 -1.700 -0.402 -1.960  -0.10
C9 -0.961 -0.603 -3.131  0.84
C10 -1.555 -1.337 -4.155  -0.72
C11 -0.875 -1.575 -5.332  -0.67
C12 0.414 -1.094 -5.520  0.55
C13 1.135 -1.312 -6.820  -0.98
C14 0.847 -0.166 -7.792  -1.04
C15 0.998 -0.363 -4.494  -0.68
C16 0.330 -0.117 -3.309  -0.48
H1 2.372 1.587 7.602  0.34
H2 3.576 1.784 6.327  0.34
H3 2.387 3.054 6.622  0.38
H4 0.562 1.544 5.893  0.27
H5 1.767 1.737 4.610  0.29
H6 2.817 -0.422 5.298  0.36
H7 1.589 -0.607 6.556  0.31
H8 1.074 -1.949 4.528  0.39
H9 0.998 -0.464 3.558  0.30
H10 -2.377 0.936 4.170  0.44
H11 -0.704 1.309 3.712  0.33
H12 -0.785 -0.571 2.032  0.22
H13 -2.463 -0.879 2.494  0.25
H14 -1.368 1.704 1.258  0.37
H15 -3.068 1.439 1.719  0.31
H16 -3.144 -0.268 -0.001  0.23
H17 -2.629 -0.796 -1.986  0.18
H18 -2.558 -1.722 -4.026  0.30
H19 -1.352 -2.147 -6.115  0.36
H20 2.211 -1.370 -6.641  0.35
H21 0.812 -2.254 -7.269  0.35
H22 -0.220 -0.100 -7.993  0.32
H23 1.173 0.780 -7.366  0.32
H24 1.370 -0.323 -8.733  0.35
H25 2.000 0.021 -4.619  0.35
H26 0.796 0.450 -2.523  0.50

## Properties
2S+1 = 1
Gap between HOMO and LUMO = 0.320 hartree

---

In terms of stability, x leads; the second structure lies 138.6 kJ/mol higher.